[1]
{
  "formula": "C32H26N8O10PdS",
  "method": "the ωB97M-V functional and the def2-TZVPD basis",
  "symbols": ["H", "H", "H", "H", "H", "C", "C", "C", "H", "C", "C", "H", "C", "O", "O", "C", "H", "H", "C", "C", "H", "C", "N", "C", "S", "H", "H", "C", "H", "H", "O", "C", "C", "C", "C", "O", "C", "H", "O", "C", "O", "H", "H", "N", "C", "N", "C", "C", "H", "N", "O", "Pd", "C", "N", "H", "C", "O", "H", "C", "H", "C", "H", "H", "C", "N", "C", "C", "H", "C", "H", "N", "C", "O", "N", "C", "C", "H", "O"],
  "xyz": [[2.0454, 5.1350, -0.7293], [-0.4614, 1.6587, -3.9789], [0.1552, -5.1032, 4.2071], [-0.3486, -2.9218, -0.0161], [-6.6796, 2.5541, 1.6889], [3.9751, -2.1838, 1.2526], [-5.8299, 2.3578, 1.0473], [-4.5710, 2.9545, -0.9052], [0.4425, -4.2967, 1.8944], [-0.4377, -4.0213, 2.4614], [3.2036, -1.1697, 0.7455], [2.0472, 1.4925, -6.3749], [3.5771, -2.7785, 2.4426], [4.2926, -1.2656, -1.2661], [0.1727, -1.0038, -1.5412], [2.0751, 0.7415, -5.5972], [-3.3288, -2.2285, 2.1503], [2.1635, -2.8168, 4.0456], [-2.6005, 1.7339, -1.5517], [3.0388, -0.2450, -5.5778], [-0.3652, 4.6714, -2.5475], [2.4431, -2.3635, 3.1081], [-1.5657, 0.8970, -1.4445], [1.6657, -1.3635, 2.5570], [-0.8379, 2.4352, 1.3876], [3.7908, -0.2662, -6.3562], [-2.6335, 2.3086, -2.4765], [-2.5838, -2.8736, 2.5970], [3.8108, -1.9768, -4.5544], [-6.3300, 3.9818, -0.3093], [0.5046, -1.2756, 4.5257], [1.1037, -0.1658, -3.5753], [-1.2539, -2.7319, 0.5449], [2.0882, -1.1608, -3.5908], [1.5713, 4.6976, -1.6100], [1.2740, 0.1944, 0.7813], [-1.4255, -3.2054, 1.8473], [2.8358, 2.9302, -1.5054], [3.5064, 0.6413, -0.6543], [-1.9103, -4.5959, 5.8067], [0.1932, 1.7901, -4.6970], [2.0217, 5.1471, -2.4937], [-2.0853, -2.2903, 0.0069], [-0.8341, 0.8072, -2.5236], [-2.7356, -3.3221, 3.8860], [4.3740, -3.8656, 3.0036], [1.7869, 3.1939, -1.6171], [-3.6226, 1.9124, -0.6327], [1.4542, 1.7653, -0.0396], [3.6937, -0.5503, -0.4872], [-0.4262, -0.3690, 2.8360], [-0.9195, 0.0623, 0.4877], [-1.7465, -4.1251, 4.4670], [-0.5397, 4.2332, -0.5041], [-5.1254, 0.7063, 2.2047], [-5.6301, 3.1863, -0.0971], [-3.0965, 0.0821, 0.8147], [-4.4111, 3.5641, -1.7870], [-0.5976, -4.4774, 3.7471], [-0.1358, 6.0365, -1.4481], [1.0974, 0.7917, -4.6043], [2.0742, -1.8928, -2.7956], [1.4316, 2.7648, -2.5564], [1.9728, -0.7077, 1.3258], [-2.0405, -4.9772, 6.8840], [-0.0269, 3.1168, 0.0243], [-3.8348, 1.0605, 0.5235], [4.8673, -2.5078, 0.7391], [0.0780, 4.9783, -1.5943], [-3.6109, -3.0540, 4.4610], [0.5049, -0.9754, 3.3541], [0.1416, -0.1795, -2.4546], [5.3813, -4.1885, 2.4051], [1.0681, 2.5937, -0.4965], [-4.9869, 1.3401, 1.3397], [3.0504, -1.2094, -4.5727], [-1.3755, 4.5775, -0.0622], [3.9699, -4.3899, 4.0245]],
  "lowdin_charge": [0.1254, 0.0502, 0.1254, 0.0631, 0.1104, 0.0952, -0.0561, -0.0474, 0.1182, -0.0362, -0.0405, 0.1177, -0.1293, 0.0852, -0.0032, -0.0122, 0.1075, 0.1333, -0.0726, -0.0662, 0.1218, 0.0754, -0.0524, -0.0533, 0.7400, 0.1069, 0.1326, -0.0180, 0.1061, 0.1042, 0.1087, -0.0822, 0.0534, -0.0292, -0.1475, -0.1685, -0.3046, 0.1189, 0.0863, -0.1842, 0.0337, 0.1222, 0.0632, 0.0617, -0.0145, -0.3573, -0.1397, -0.1527, 0.0796, -0.3213, -0.0175, 0.9411, -0.2226, 0.0231, 0.1199, -0.0772, -0.1068, 0.1128, -0.0248, 0.1237, -0.2764, 0.1129, 0.1099, -0.2625, 0.1591, -0.7694, -0.3652, 0.1377, -0.1585, 0.1223, -0.3058, -0.3962, 0.0832, 0.0547, 0.0019, -0.0773, 0.1214, 0.0790],
  "orbital_gap_ev": [6.81, 6.05],
  "charge": 0,
  "s2": 6.10,
  "homo_ev": [-7.792, -8.757],
  "multiplicity": 5
}

[2]
{
  "formula": "C49H64N5O4P2SiTi",
  "method": "the ωB97M-V functional and the def2-TZVPD basis",
  "symbols": ["C", "H", "H", "H", "O", "H", "C", "Ti", "H", "H", "C", "C", "C", "H", "H", "H", "C", "C", "C", "H", "H", "H", "H", "P", "H", "H", "C", "N", "C", "H", "H", "C", "C", "C", "C", "H", "C", "C", "H", "H", "H", "H", "H", "C", "C", "C", "C", "C", "H", "C", "H", "C", "C", "H", "O", "C", "C", "P", "H", "H", "H", "H", "C", "H", "N", "H", "C", "H", "O", "H", "N", "H", "H", "H", "H", "H", "C", "C", "H", "N", "H", "H", "H", "C", "C", "C", "H", "H", "N", "H", "H", "H", "Si", "H", "H", "C", "H", "H", "H", "C", "H", "H", "C", "C", "C", "C", "C", "H", "C", "C", "C", "H", "C", "C", "C", "H", "C", "H", "H", "C", "H", "H", "O", "H", "H", "C"],
  "xyz": [[-2.0075, 5.4520, 2.9954], [-3.8782, 1.0613, -2.2735], [2.3112, -1.4350, -3.4319], [-2.5002, 1.1615, -4.3249], [-1.8211, -1.7432, 1.3804], [2.4762, 0.6420, -0.3403], [3.4169, -3.8972, -3.1136], [-0.6490, -0.4402, 0.5860], [-0.6705, 2.7782, 2.8188], [4.5084, -1.0501, -2.6652], [-1.6017, -4.2426, -3.1622], [-1.9879, -2.5441, 6.1080], [0.2980, 4.6570, 2.3692], [4.3601, 1.7396, -1.4684], [-0.4823, -4.5173, -1.3372], [3.9276, 0.7043, 0.6726], [-1.1684, -3.7736, -1.7669], [3.1786, 3.0461, 2.0407], [-1.7741, 0.3620, -4.3576], [2.5938, 3.6006, 2.7726], [0.6997, 4.5141, 3.3749], [-0.0539, -1.5005, -6.5816], [-3.0866, -3.9400, -4.6779], [-0.1692, -2.1668, -1.6212], [-0.8598, 2.4502, -3.8954], [1.8816, -4.8244, -1.9093], [1.3882, -1.8966, 1.2248], [2.5049, -2.7192, 3.2395], [-2.6962, 4.3883, 2.1267], [-0.7684, -4.2322, -3.8623], [-1.8345, 5.0606, 3.9993], [-2.4771, 0.7313, 2.5792], [-0.3266, 2.3346, -1.8309], [1.9786, -3.9693, -2.5797], [-0.2242, -1.7744, 4.3567], [5.1582, 3.9558, -0.6511], [3.9119, -1.6813, -2.0043], [3.9002, 4.0053, 1.0967], [4.0948, -1.3410, -0.9819], [3.4375, -3.3899, -4.0785], [1.3826, 5.7649, -2.4550], [1.8865, -3.4943, 3.0031], [3.1967, 4.6739, 0.6035], [0.3964, 2.9634, -0.8091], [-2.7595, -3.4452, -3.7604], [-2.4083, -3.7092, -0.8700], [-4.1598, -2.9195, 5.1005], [-2.3459, -2.2951, 3.7111], [3.4787, -2.2676, 1.3878], [0.9745, 4.2069, -1.0473], [4.2963, -3.6531, -1.1751], [-1.7021, 3.7061, 1.1852], [0.2796, 4.1476, -3.3289], [2.1690, 1.1951, 2.1358], [1.1254, -0.7876, 0.6327], [-0.4051, 3.3596, 1.9238], [-1.3570, -0.1219, -5.5851], [0.5033, 2.1206, 0.8235], [2.9297, -0.8750, 2.3381], [-3.4895, 4.8396, 1.5276], [-2.4238, -2.4476, -4.0326], [-1.7294, 0.3158, -6.4998], [0.9162, 4.8057, -2.2920], [-4.6897, -2.6681, -3.2265], [-0.2897, -1.4583, 3.0603], [3.9527, 2.5107, 2.6026], [-3.4485, -2.7599, -1.4534], [-2.9965, -1.7656, -1.5831], [0.8731, -1.7665, 5.0402], [1.2987, -4.1374, -3.4120], [-3.1349, 0.9404, 3.5966], [0.2599, 4.5761, -4.3185], [-0.8124, 6.2467, 1.3916], [-2.6412, 6.3346, 3.0916], [1.4741, 4.7270, -0.2497], [5.4877, 2.6744, 0.5145], [2.3280, 1.9648, 1.3557], [-1.5125, -2.2324, 4.8506], [-1.4692, 4.3617, 0.3442], [-3.1987, 0.3238, 5.9526], [1.6758, -1.8987, 4.4168], [-0.2166, 6.6478, 2.9973], [-3.7451, -3.0977, 7.1884], [-0.6643, 5.8524, 2.3982], [-3.1522, 0.5948, 4.8360], [2.6810, -1.8999, 2.0497], [5.3615, -3.2106, -2.4958], [-3.1621, 3.6388, 2.7699], [-1.9624, 0.6866, 1.5123], [0.6601, -2.5968, -4.5326], [-3.7621, 1.2875, -0.5413], [-3.2684, 2.5739, -1.6255], [-1.4661, 0.7938, -1.5161], [3.3863, -3.1006, 3.5663], [3.0194, 2.8641, -1.2687], [3.1333, 1.3091, 0.2232], [-1.9167, -5.2850, -3.0602], [-2.1261, -3.4098, 0.1415], [1.1269, 4.9064, 1.7106], [2.4307, -1.4992, -2.3504], [2.0481, -0.5588, -1.9303], [-4.3769, -4.2963, -2.6222], [-0.3456, 2.9395, -3.0857], [1.6350, -2.6880, -1.8041], [-0.4287, -1.1495, -5.6313], [-3.3323, -2.8846, 6.2151], [-0.4627, -1.3019, -3.2222], [-4.2941, -2.6540, -0.7714], [3.7830, 2.3017, -0.7318], [-1.2793, -0.1672, -3.1680], [-3.9276, -3.3153, -2.7909], [3.7912, -4.9091, -3.2676], [-3.6791, -2.6306, 3.8255], [4.3317, -3.1539, -2.1452], [-0.0135, -1.7592, -4.4596], [4.5773, 4.6264, 1.6877], [-3.2703, 1.4972, -1.4869], [-1.3487, -2.4923, 6.9741], [-5.2023, -3.1710, 5.2194], [4.6931, 3.2499, 0.0361], [-2.1587, 2.8009, 0.7808], [-4.3258, -2.6549, 2.9610], [0.7205, -2.9134, 1.0888], [1.9739, -2.8483, -0.7779], [-2.8448, -4.7109, -0.8088], [-1.5212, -1.8345, 2.5953]],
  "lowdin_charge": [-0.1855, 0.0238, 0.1057, 0.1051, -0.0808, 0.0635, -0.1840, 0.7871, 0.1067, 0.1144, -0.1802, 0.0193, -0.1913, 0.1129, 0.1130, 0.1172, -0.3762, -0.1819, -0.1155, 0.0870, 0.1128, 0.1125, 0.1211, 1.1698, 0.0784, 0.1179, -0.6496, 0.0294, -0.1710, 0.0859, 0.1136, -0.2936, -0.2598, -0.1800, -0.2533, 0.1138, -0.1760, -0.1908, 0.0921, 0.1157, 0.1120, 0.1084, 0.0842, -0.3723, -0.1832, -0.2150, -0.0300, -0.0880, 0.1336, -0.1039, 0.1080, -0.2360, -0.0549, 0.0853, -0.2423, -0.3861, -0.0558, 1.1520, 0.1138, 0.1146, 0.0804, 0.1123, -0.0564, 0.1134, 0.1822, 0.1228, -0.1923, 0.0824, 0.1679, 0.0818, 0.1646, 0.1102, 0.1141, 0.1107, 0.0777, 0.1160, -0.3826, -0.0909, 0.1128, 0.1662, 0.0951, 0.1158, 0.1195, -0.1932, -0.3502, -0.1170, 0.1114, 0.0958, -0.0174, 0.0943, 0.0105, 0.0313, 0.7082, 0.1158, 0.0949, -0.2248, 0.1260, 0.0770, 0.0766, -0.2062, 0.0938, 0.1164, -0.0769, -0.3953, -0.0520, -0.0370, -0.3744, 0.1162, -0.1817, -0.3080, -0.1839, 0.1150, 0.0309, -0.1878, -0.0995, 0.1178, -0.1781, 0.1315, 0.1174, -0.1890, 0.0626, 0.1306, 0.0312, 0.0825, 0.1259, -0.3589],
  "orbital_gap_ev": 6.41,
  "charge": 1,
  "homo_ev": -10.756,
  "multiplicity": 1
}

[3]
{
  "formula": "C45H55BN5OSTi",
  "method": "the ωB97M-V functional and the def2-TZVPD basis",
  "symbols": ["C", "H", "C", "H", "C", "H", "C", "S", "C", "H", "H", "H", "C", "C", "H", "C", "H", "H", "C", "H", "H", "H", "H", "H", "C", "C", "H", "N", "H", "C", "C", "H", "N", "C", "C", "C", "H", "C", "C", "C", "H", "C", "C", "C", "H", "H", "H", "N", "H", "C", "H", "H", "C", "C", "B", "H", "C", "H", "C", "H", "C", "N", "H", "H", "H", "C", "H", "H", "H", "N", "C", "H", "H", "Ti", "H", "C", "C", "H", "H", "H", "C", "C", "H", "C", "H", "H", "H", "C", "H", "H", "O", "H", "C", "H", "C", "C", "H", "C", "H", "H", "H", "H", "C", "C", "C", "H", "C", "C", "H"],
  "xyz": [[-1.5576, 4.6209, -1.3742], [1.3612, -0.5032, -4.7994], [0.2460, 2.2140, 2.9956], [1.1260, -0.7405, -2.3323], [-2.5646, -3.9172, 1.2091], [-3.5538, 1.4321, 3.4883], [-0.6483, -0.3746, 5.5757], [3.6214, 0.7730, -0.9519], [-2.4751, 2.6896, 0.4391], [-0.9657, -0.4606, 6.6047], [-3.3440, 1.0503, -2.5966], [0.1806, -4.1221, 4.0174], [0.1476, 3.4874, 3.5591], [1.0163, -4.0740, -2.3786], [-1.2294, 5.3815, -2.0765], [0.4668, 4.5846, 2.7935], [-1.7082, -3.5030, 1.7521], [-4.7733, -3.7733, -0.4079], [0.0316, -1.3840, 3.5131], [-2.4683, -5.0083, 1.2116], [-4.0823, 0.4390, -0.0776], [0.7095, -6.1354, -1.8661], [1.3413, 3.3328, -2.4457], [1.9335, -2.5900, -0.2753], [-3.0316, 1.6611, 1.4102], [-2.1652, 5.0059, -0.1917], [6.8851, -0.0935, 0.4523], [1.0034, -2.0629, 1.4896], [-4.2695, 2.8604, 2.7441], [1.5661, -2.9685, 0.6663], [-2.5792, 0.4374, -2.1410], [-4.6642, 0.2423, 1.5800], [0.1257, -0.1481, 2.9059], [0.5183, -2.4689, 2.6803], [0.3251, -5.1236, -1.7887], [0.5788, -3.8106, 3.0616], [6.3973, 2.0200, -0.7405], [-3.3630, 2.2441, 2.7821], [0.5367, -2.7717, -2.3054], [1.1453, -4.7267, 2.2049], [-3.4734, -3.6698, 1.7644], [5.8358, 1.8034, 0.1723], [-2.6110, 4.0494, 0.7054], [-0.7130, 2.8645, -2.9886], [-3.0999, 4.3671, 1.6222], [-3.7324, -5.0436, -1.0669], [0.3904, 5.5788, 3.2177], [0.6599, 2.0464, 1.7258], [-1.8268, 4.2655, -4.2382], [-0.4433, 0.8791, 4.9993], [0.9191, -2.2077, -4.9936], [-0.4265, 3.5237, -5.0199], [-1.8495, 2.3131, -0.7677], [0.7984, -1.3297, -4.3511], [-0.8436, -0.1210, -0.6810], [-2.6861, -1.5271, -3.1094], [-2.6487, -3.3590, -0.2117], [-2.5576, 2.8621, 3.1861], [4.3610, 2.1433, -0.0166], [1.9414, -4.2800, -2.9096], [5.8720, 0.3070, 0.4669], [-1.7500, 0.9275, -1.1260], [-2.2730, 0.8945, 1.5403], [-1.3653, -5.7027, -0.6125], [1.2597, 2.9375, -0.0363], [-0.0601, 0.9724, 3.6885], [-2.3108, 6.0594, 0.0250], [3.8217, 2.1310, 0.9304], [4.1590, 3.0821, -0.5318], [-1.2010, -1.2146, -1.5600], [1.6571, -4.3009, 0.9800], [-2.8037, -2.2870, -0.1348], [6.2679, 2.4063, 0.9698], [0.7635, 0.0084, 0.9743], [-0.1782, 3.6059, 4.5841], [0.8772, 4.4078, 1.4738], [-1.3830, 3.2751, -1.6842], [4.5722, -1.2984, -0.3669], [3.0941, -2.6486, -3.6848], [1.1145, 5.2467, 0.8321], [1.3100, -1.6269, -2.9367], [0.9578, 3.1285, 0.9842], [1.1955, -5.7722, 2.4872], [-2.2526, -0.8404, -2.3977], [-0.1909, 4.8088, -3.8428], [-3.9529, -3.5339, -1.9570], [3.2138, -2.1729, -1.9899], [-0.3729, -1.5097, 4.8195], [0.8348, 1.6731, -2.0170], [-0.5813, 1.7734, 5.5936], [2.4867, 0.2557, -0.0743], [5.5543, -0.4412, -1.5654], [2.8181, -1.8687, -2.9680], [-0.2577, -1.0543, -4.3428], [-0.7996, 3.9300, -4.0777], [-1.3639, -3.5894, -0.9885], [-5.0741, 1.7029, 0.6692], [-3.8458, -3.9596, -0.9575], [-1.2242, 1.9829, -3.3602], [-0.4527, -2.4898, 5.2730], [2.1096, -4.9882, 0.2765], [3.3333, -0.9568, -3.2844], [0.7509, 2.4648, -2.7677], [-0.6754, -2.5445, -1.6245], [5.0182, -0.3374, -0.6198], [5.4459, 0.0999, 1.4488], [-4.2838, 0.9684, 0.8532], [-0.8422, -4.8787, -1.0904], [1.1929, 2.0929, -3.6970]],
  "lowdin_charge": [-0.0367, 0.0800, -0.2117, 0.0910, -0.0453, 0.0848, -0.0439, 1.0263, -0.1157, 0.1090, 0.1382, 0.1164, -0.0022, -0.0449, 0.1059, -0.0361, 0.0591, 0.0835, -0.2066, 0.0809, 0.0607, 0.1124, 0.0851, 0.0919, -0.3566, -0.0708, 0.1241, 0.0202, 0.0880, -0.1024, -0.0863, 0.0848, -0.0032, -0.2213, -0.0809, -0.0083, 0.1225, -0.0758, -0.1457, -0.0322, 0.0857, -0.2163, -0.0351, -0.3514, 0.1074, 0.0825, 0.1191, 0.0246, 0.0902, -0.0076, 0.0910, 0.0831, -0.1220, -0.0340, -0.3880, 0.1297, -0.3592, 0.0607, -0.2925, 0.1131, -0.2113, 0.0191, 0.1025, 0.1179, 0.0953, -0.2205, 0.1089, 0.0963, 0.0985, 0.0098, -0.0425, 0.1206, 0.1247, 0.9895, 0.1160, -0.0441, -0.1219, 0.0906, 0.0859, 0.1168, -0.3636, -0.1181, 0.1194, -0.0647, 0.0766, 0.0751, 0.0602, -0.0031, 0.0380, 0.1150, -0.6319, 0.1051, -0.0817, 0.0733, -0.0720, -0.1182, 0.0922, -0.0485, 0.1163, 0.1142, 0.1119, 0.0693, -0.0574, -0.1190, -0.2954, 0.1224, -0.0368, -0.0340, 0.0837],
  "orbital_gap_ev": [5.41, 6.79],
  "charge": 1,
  "s2": 2.03,
  "homo_ev": [-7.994, -9.721],
  "multiplicity": 3
}

Asked for maximum force across the records above, the calculation gives 0.906; 2.782; 0.433 eV Å⁻¹ in order.
Asked for relative energy (zero: lowest compared OMol25 entry of this formula, charge and spin) across the records above, the calculation gives 0.0000; 1.4206; 0.0000 eV in order.